17
Properties=species:S:1:pos:R:3:lowdin_charge:R:1 method="wB97M-V/def2-TZVPD" gap_ha="0.310 / 0.310" homo_energy_ev="-8.72 / -8.72" charge=0 smiles="C=CC[C@H]1N=[N+]([S-])CS1"
C -0.20 1.45 1.92 0.01
C 0.55 1.43 0.84 -0.20
C 0.11 0.83 -0.46 -0.24
C 0.82 -0.50 -0.70 -0.55
N 0.47 -1.48 0.42 0.05
N -0.22 -2.46 0.06 -0.77
S -0.79 -3.59 1.05 0.60
C -0.56 -2.62 -1.37 -0.50
S 0.31 -1.31 -2.28 0.89
H 0.14 1.89 2.84 0.05
H -1.19 1.02 1.94 0.06
H 1.54 1.85 0.84 0.10
H -0.97 0.67 -0.46 0.11
H 0.37 1.48 -1.30 0.11
H 1.90 -0.39 -0.68 0.10
H -0.22 -3.60 -1.71 0.07
H -1.64 -2.54 -1.49 0.08

16
Properties=species:S:1:pos:R:3:lowdin_charge:R:1 method="wB97M-V/def2-TZVPD" gap_ha=0.350 homo_energy_ev=-9.53 charge=0 smiles="[H]/N=C/C=C1/CC=N[SiH2]1"
H 3.72 -0.36 -2.01 0.01
N 3.21 -0.46 -1.20 0.10
C 2.02 0.00 -1.18 -0.25
C 1.19 -0.44 -0.07 -0.12
C -0.06 0.00 0.18 -0.30
C -0.73 -0.56 1.41 -0.25
C -2.12 -0.36 1.33 -0.32
N -2.64 0.38 0.45 -0.08
Si -1.39 1.07 -0.63 0.64
H 1.63 0.60 -1.99 0.10
H 1.78 -1.19 0.61 0.15
H -0.29 -0.20 2.24 0.08
H -0.55 -1.76 1.48 0.18
H -2.71 -1.02 2.10 0.14
H -0.92 2.42 -0.51 -0.07
H -2.21 1.00 -2.16 -0.01

Result set for ΔE to the lowest compared entry with this formula, charge and spin: 47.8; 51.9 kcal per mole, one per record in the order listed.